# 1
The following is a quantum chemistry calculation of a molecular structure, C8H16ClO4S4Ti in a non-equilibrium geometry, from the Open Molecules 2025 dataset.

The value obtained for the HOMO-LUMO gap (spin up / spin down) is 0.3124 / 0.3712 Ha. The LUMO energy (spin up / spin down) comes out at -0.091 / -0.114 Ha. The value obtained for the HOMO energy (spin up / spin down) is -10.985 / -13.211 eV.

```
! RIJCOSX wB97M-V def2-TZVPD def2/J DEFGRID3
* xyz 1 3
Ti -0.7375 0.6866 1.1329
Cl -2.0204 1.9403 2.7246
S 0.6090 -1.5093 1.3350
S 1.6845 1.5650 1.1593
S -2.3324 -1.0831 0.1104
S -0.6338 1.5097 -1.2191
O -1.3589 0.7104 3.2448
O -0.9227 2.7310 2.1266
O -2.7885 1.4677 1.5375
O -2.7926 2.6280 3.6809
C 0.0981 -2.4636 -0.1086
C 2.7871 0.1675 1.4129
C -1.3444 0.1826 -2.2245
C -1.4138 -2.6082 -0.1556
C 2.3091 -1.1514 0.8315
C -2.5790 -0.3929 -1.5457
C 1.9504 2.0812 -0.5592
C 1.1223 1.3600 -1.6138
H 1.3187 1.7937 -2.5941
H -1.6150 0.5695 -3.2063
H 0.4650 -1.9410 -0.9927
H 2.3366 -1.1233 -0.2583
H -3.3352 0.3798 -1.3984
H -0.5792 -0.5811 -2.3667
H 3.0137 1.9977 -0.7872
H -1.7287 -3.0384 -1.1068
H -3.0360 -1.1554 -2.1776
H 2.9557 -1.9641 1.1611
H -1.7554 -3.2869 0.6259
H 2.8930 0.1003 2.4967
H 0.5681 -3.4464 -0.0720
H 1.7211 3.1472 -0.5608
H 3.7715 0.4281 1.0228
H 1.3700 0.2987 -1.6555
*
```



# 2
The following is a quantum chemistry calculation of a molecular structure, C5H8N in a non-equilibrium geometry, from the Open Molecules 2025 dataset.

The value obtained for the HOMO-LUMO gap is 0.3737 Ha. The LUMO energy comes out at -0.179 Ha. The value obtained for the HOMO energy is -15.029 eV.

```
! RIJCOSX wB97M-V def2-TZVPD def2/J DEFGRID3
* xyz 1 1
N -0.6208 0.2247 0.0520
C 1.1947 -1.4246 -0.2681
C 1.2555 1.1201 0.0057
C -1.8814 -0.4936 0.0351
C 0.6757 -0.2607 -0.2095
C -0.2296 1.4222 0.2506
H 2.2457 -1.2614 -0.0895
H 1.7196 1.6057 -0.8289
H -0.8359 2.2427 0.6339
H -2.2021 -0.3477 -1.0196
H -2.5726 -0.1882 0.7926
H 1.9166 1.2867 0.9029
H -1.4859 -1.5075 0.2512
H 0.8205 -2.4184 -0.5085
*
```



# 3
The following is a quantum chemistry calculation of a single C5H4BrN molecule in a non-equilibrium geometry, from the Open Molecules 2025 dataset.

The value obtained for the HOMO-LUMO gap is 0.3027 Ha. The LUMO energy comes out at -0.029 Ha. The value obtained for the HOMO energy is -9.034 eV.

```
! RIJCOSX wB97M-V def2-TZVPD def2/J DEFGRID3
* xyz 0 1
Br -2.3603 1.0749 0.4105
N 0.0027 0.3442 -2.6628
C 0.5601 0.0583 -0.2482
C 0.4504 0.1689 -1.6397
C -0.4035 -1.0348 0.2480
C 1.1989 0.8565 0.5453
C -1.8622 -0.7141 0.4599
H 1.4198 0.5162 1.5658
H 1.5306 1.8510 0.3674
H -0.2207 -1.2662 1.2670
H -0.3157 -1.8548 -0.3131
*
```



# 4
The following is a quantum chemistry calculation of a molecular structure, C12H23F3NO2P2Sn in a non-equilibrium geometry, from the Open Molecules 2025 dataset.

The value obtained for the HOMO-LUMO gap is 0.2561 Ha. The LUMO energy comes out at -0.141 Ha. The value obtained for the HOMO energy is -10.813 eV.

```
! RIJCOSX wB97M-V def2-TZVPD def2/J DEFGRID3
* xyz 1 1
Sn 0.0707 0.0927 1.1568
P -2.3919 0.9439 0.1958
P 2.4202 -0.7597 1.2203
F -0.2453 -1.0848 3.9255
F -1.4315 -2.2212 2.4090
F -2.2227 -0.3396 3.2936
O 0.1370 4.6622 -0.5491
O 3.5926 3.2619 -2.6188
N -0.1264 -0.9265 -0.6958
C -1.3246 -1.1892 -1.2927
C 3.8754 0.1242 1.8291
C -1.3679 -2.0227 -2.3915
C -2.6490 -0.6873 -0.6482
C -2.5147 2.0416 -1.2691
C 1.0483 -2.0513 -2.4158
C -3.8828 1.1929 1.2062
C -1.0724 -0.9426 2.8330
C 2.2988 -1.1571 -0.4730
C 1.1104 -1.3383 -1.2023
C 2.3077 -2.3504 2.1491
C -0.1669 -2.4442 -2.9670
H -3.3430 1.7697 -1.9524
H 3.8208 0.2938 2.9175
H 0.5419 3.7848 -0.6855
H -2.3479 -2.3324 -2.7525
H -3.7741 2.1489 1.7377
H -0.3303 1.4008 2.2206
H 2.5821 -2.2560 3.2095
H -1.5584 1.9781 -1.8061
H -4.8103 1.2136 0.6148
H -3.9532 0.4127 1.9748
H 3.9672 1.0978 1.3210
H -0.5758 4.2784 0.0245
H -3.4854 -0.5923 -1.3832
H 4.7520 -0.5009 1.5958
H 1.9875 -2.3278 -2.8586
H 3.1923 3.0619 -3.4614
H 4.1516 2.4804 -2.4359
H -2.9862 -1.4186 0.1187
H 3.0285 -2.9728 1.5769
H -0.2013 -3.0560 -3.8558
H 1.2898 -2.7910 2.0480
H -2.6253 3.0843 -0.9281
H 3.2126 -1.5616 -0.9353
*
```



# 5
The following is a quantum chemistry calculation of a single C6H12O molecule, from the Open Molecules 2025 dataset.

The value obtained for the HOMO-LUMO gap is 0.4019 Ha. The LUMO energy comes out at 0.037 Ha. The value obtained for the HOMO energy is -9.932 eV.

```
! RIJCOSX wB97M-V def2-TZVPD def2/J DEFGRID3
* xyz 0 1
O -0.0326 -0.8512 1.1297
C 0.7343 -0.1604 0.1430
C -0.7440 -0.0641 0.1707
C -1.6157 -0.8583 -0.7907
C 1.6324 0.9374 0.6817
C 1.4391 -1.0587 -0.8529
C -1.4499 1.1457 0.7478
H 0.8623 -1.9598 -1.0705
H -1.0582 -1.2831 -1.6289
H -2.4111 -0.2274 -1.2009
H 1.0790 1.7884 1.0836
H -2.0863 -1.6830 -0.2448
H 2.2485 0.5241 1.4880
H -0.9012 1.5839 1.5834
H 1.6315 -0.5242 -1.7907
H 2.4056 -1.3759 -0.4460
H 2.3042 1.3038 -0.1020
H -2.4371 0.8502 1.1205
H -1.6010 1.9125 -0.0211
*
```



# 6
The following is a quantum chemistry calculation of a molecular structure, C37H54BMgN5O3 in a non-equilibrium geometry, from the Open Molecules 2025 dataset.

The value obtained for the HOMO-LUMO gap (spin up / spin down) is 0.1068 / 0.1068 Ha. The LUMO energy (spin up / spin down) comes out at -0.040 / -0.040 Ha. The value obtained for the HOMO energy (spin up / spin down) is -3.992 / -3.993 eV.

```
! RIJCOSX wB97M-V def2-TZVPD def2/J DEFGRID3
* xyz 0 1
Mg 10.9340 11.8917 6.1684
O 13.9161 9.4780 8.5802
O 12.4686 10.7255 7.1469
O 10.6789 9.7806 6.2339
N 10.4472 13.2151 7.8120
N 8.9834 10.5166 13.2959
N 8.8933 12.5822 5.4993
N 11.6709 13.6154 5.0428
N 10.2578 12.3508 13.7733
C 8.6280 7.4559 11.2600
C 9.0662 8.2354 12.3090
C 6.1576 10.7075 12.5004
C 10.1339 16.0613 13.8531
C 11.2532 7.1910 7.3900
C 13.4664 7.2654 9.2621
C 8.3730 9.4772 12.6137
C 11.7552 9.6678 6.8592
C 8.3960 14.4501 14.5128
C 13.7600 13.1072 11.7978
C 9.9345 7.0210 14.4411
C 7.3667 15.2031 13.6639
C 11.5870 6.1026 8.2016
C 10.4016 14.2851 4.5709
C 7.4834 7.7809 10.5305
C 6.3242 12.0816 11.8090
C 7.1442 9.7034 11.9876
C 9.4326 10.4406 14.6217
C 6.1216 10.7172 14.0299
C 9.0330 13.8074 7.6863
C 12.0832 8.3717 7.4916
C 13.1822 8.4074 8.3894
C 13.3287 13.2602 13.3247
C 9.8149 14.7387 14.0661
C 9.1420 13.3920 4.3238
C 10.3178 7.6663 13.0729
C 13.2926 11.9174 13.9828
C 6.7171 8.8066 10.9527
C 8.1490 13.2557 6.5543
C 12.6315 6.1302 9.1304
C 10.2429 11.4857 14.8825
C 11.3341 16.4173 13.2783
C 12.0710 14.0586 13.4601
C 12.2992 15.4274 13.0941
C 8.2468 14.7397 16.0052
C 10.7427 13.7366 13.8291
C 11.5610 8.6004 13.1301
B 9.4855 11.7294 12.6773
H 9.2055 14.9000 7.4984
H 5.9875 9.7169 14.4243
H 12.8328 5.2153 9.7547
H 5.2182 11.2418 14.3607
H 10.5623 6.8413 12.3945
H 11.5991 9.1238 14.0845
H 12.2518 13.3083 4.2455
H 6.9809 11.2232 14.4912
H 11.0045 5.1894 8.0917
H 14.3533 7.2508 9.8593
H 9.2539 12.8082 3.4297
H 14.2364 12.1181 11.6686
H 14.4573 13.8933 11.4450
H 8.5330 13.7352 8.6481
H 9.0600 9.6952 15.3092
H 5.7196 9.0069 10.5082
H 8.9090 6.6245 14.3971
H 8.1563 13.3808 14.3107
H 10.7301 11.8015 15.8026
H 8.3481 14.1124 4.0675
H 12.6897 11.1991 13.3812
H 7.1810 14.7122 16.3238
H 13.2322 15.6272 12.5983
H 8.6852 15.7159 16.2211
H 12.8421 12.0057 14.9787
H 12.2538 14.2129 5.5793
H 10.5299 12.4920 8.6018
H 10.9929 14.0070 8.2682
H 7.2683 12.6545 12.1200
H 14.2274 11.4168 14.1426
H 5.4597 12.7339 12.0438
H 7.0676 7.2083 9.7418
H 14.0581 13.9497 13.7702
H 11.5410 9.3600 12.3495
H 9.1192 6.5098 10.9918
H 10.6168 6.1835 14.6322
H 8.3114 11.7441 5.2064
H 7.3686 12.6390 7.0930
H 12.4802 8.0641 12.9862
H 9.4250 16.7875 14.3275
H 6.4513 11.9566 10.7269
H 7.5229 14.1116 6.1683
H 12.8959 13.1515 11.1001
H 10.0651 7.7198 15.3114
H 5.1545 10.3217 12.1576
H 13.5036 10.1949 7.9146
H 7.3586 16.2591 13.8707
H 11.4369 17.4518 12.9466
H 7.6395 15.0880 12.6071
H 8.8364 14.0042 16.5565
H 10.1032 15.0272 5.3112
H 10.3033 7.1273 6.8614
H 10.6213 14.8252 3.6590
H 6.3935 14.7046 13.7958
*
```



# 7
The following is a quantum chemistry calculation of a gas-phase ion, C5H4N5O2 (charge +1) in a non-equilibrium geometry, from the Open Molecules 2025 dataset.

The value obtained for the HOMO-LUMO gap is 0.3748 Ha. The LUMO energy comes out at -0.158 Ha. The value obtained for the HOMO energy is -14.486 eV.

```
! RIJCOSX wB97M-V def2-TZVPD def2/J DEFGRID3
* xyz 1 1
O 1.7394 1.1836 1.6598
O -2.0009 -0.6303 -0.9119
N -3.8565 0.3298 0.3087
N -0.3110 0.5189 0.6317
N 0.5318 2.4053 3.3986
N 0.4540 -0.8040 -0.9944
N 0.5520 -1.6779 -2.0061
C -0.6375 -0.2830 -0.4316
C -3.0436 -0.2493 -0.2576
C 1.0416 1.7694 2.5938
C 1.0596 0.4284 0.7782
C 1.5788 -0.3076 -0.2794
H -0.1550 -1.4731 -2.6847
H 1.5116 -1.8226 -2.1779
H 2.5228 -0.5471 -0.6467
H -0.9871 1.1595 1.0194
*
```



# 8
The following is a quantum chemistry calculation of a gas-phase ion, C4H13N4O3 (charge +1) in a non-equilibrium geometry, from the Open Molecules 2025 dataset.

The value obtained for the HOMO-LUMO gap (spin up / spin down) is 0.3091 / 0.2722 Ha. The LUMO energy (spin up / spin down) comes out at -0.143 / -0.179 Ha. The value obtained for the HOMO energy (spin up / spin down) is -12.300 / -12.281 eV.

```
! RIJCOSX wB97M-V def2-TZVPD def2/J DEFGRID3
* xyz 1 1
O 2.7674 1.2554 0.4042
O 0.7762 2.7841 -0.1862
O -3.2624 1.6912 0.0696
N 0.4513 1.6339 -0.2404
N 1.4961 -0.6835 0.1659
N -1.5739 0.1774 0.2690
N 1.5614 0.6364 0.4830
C 2.5867 -1.4372 -0.3403
C -2.6853 0.5794 -0.5057
C 0.3814 -1.2840 0.7325
C -0.8282 -1.0311 -0.1299
H -0.8023 1.0045 0.1162
H 2.4765 2.2735 0.3799
H -2.2181 0.6674 -1.5180
H 0.4343 -2.3735 0.6099
H -1.8513 0.2175 1.3243
H -1.5482 -1.7197 0.0863
H -2.8491 2.5076 -0.2912
H -0.6119 -0.8955 -1.1527
H -3.5533 -0.0973 -0.4497
H 2.6107 -2.4997 -0.0538
H 2.4846 -1.3865 -1.4048
H 0.1891 -1.0942 1.7689
H 3.5683 -0.9258 -0.1368
*
```



# 9
The following is a quantum chemistry calculation of a single C6H9N molecule, from the Open Molecules 2025 dataset.

The value obtained for the HOMO-LUMO gap is 0.3265 Ha. The LUMO energy comes out at 0.039 Ha. The value obtained for the HOMO energy is -7.821 eV.

```
! RIJCOSX wB97M-V def2-TZVPD def2/J DEFGRID3
* xyz 0 1
N 1.1193 1.1972 -0.3091
C 2.0942 0.2502 -0.1459
C -0.1257 0.6337 -0.1495
C 0.0595 -0.7083 0.1097
C 1.4699 -0.9378 0.1219
C -0.9735 -1.7777 0.3284
C -1.3335 1.5181 -0.1588
H 1.9562 -1.8848 0.3207
H 3.1415 0.5037 -0.2315
H -2.2545 0.9396 -0.0561
H -1.4102 2.1106 -1.0794
H -1.1127 -2.0141 1.3906
H -0.6609 -2.7045 -0.1671
H -1.9515 -1.5051 -0.0825
H 1.2769 2.1558 -0.5729
H -1.2950 2.2235 0.6814
*
```



# 10
The following is a quantum chemistry calculation of a molecular structure, C38H29BrN8O4Rb in a non-equilibrium geometry, from the Open Molecules 2025 dataset.

The value obtained for the HOMO-LUMO gap is 0.2364 Ha. The LUMO energy comes out at 0.074 Ha. The value obtained for the HOMO energy is -4.422 eV.

```
! RIJCOSX wB97M-V def2-TZVPD def2/J DEFGRID3
* xyz -1 1
Rb -0.3248 0.2564 0.3552
Br 5.3084 -2.9807 -3.4242
O 0.9742 -1.5981 -4.0098
O 1.6754 -0.2220 2.3087
O -0.4763 -0.5565 -2.1937
O 3.6287 -2.0645 1.7242
N 1.3171 2.3830 1.4421
N 2.4682 1.9055 1.8951
N -3.1164 1.4082 1.1144
N -1.7048 -2.1690 1.8645
N -0.9346 3.6035 0.3211
N -2.6463 0.8531 -1.5443
N 0.4110 -2.6785 0.1254
N -2.4430 0.5058 -2.8148
C 1.5416 -2.7961 -0.6731
C -2.0596 4.1592 -0.1032
C 2.2220 -1.6283 -1.0204
C -5.3207 2.1256 0.5484
C -2.7004 -4.2806 3.3619
C -1.4368 0.2006 -6.8407
C -0.3352 4.1101 1.4077
C -3.8424 1.0850 -1.1569
C -5.5120 2.5979 1.8320
C -3.3326 -3.0479 3.3759
C 1.9898 -4.0175 -1.1795
C -2.6716 5.2396 0.5163
C 0.8756 3.4883 1.9176
C 4.5058 -1.1003 2.1072
C 2.5993 0.5987 2.1264
C -4.4828 2.4832 2.7579
C -3.3091 1.8719 2.3405
C 3.1078 -4.0742 -1.9970
C -0.8701 5.2216 2.0800
C 6.3150 0.8497 2.9211
C -0.3244 -0.5445 -7.2177
C -0.9511 -0.2460 -4.5109
C -2.7900 -2.0240 2.6074
C 5.8525 -1.4099 2.2792
C -4.0924 1.5434 0.2043
C 4.0483 0.2084 2.3179
C 3.7759 -2.9031 -2.3032
C -2.0507 5.7807 1.6348
C 3.3412 -1.6775 -1.8262
C -1.2723 -0.0813 -3.0603
C 6.7555 -0.4421 2.6850
C 0.1726 -1.0019 -4.9037
C -1.7369 0.3439 -5.4981
C -1.0851 -3.3507 1.8596
C 0.1383 -3.4876 1.0509
C 4.9762 1.1591 2.7342
C 0.4743 -1.1393 -6.2606
C -1.5549 -4.4342 2.6003
H -2.5000 3.7061 -0.9869
H 0.7989 -4.3235 1.3180
H -6.1020 2.2122 -0.1965
H 1.4334 -4.9224 -0.9669
H -2.0649 0.6638 -7.5917
H -2.4838 6.6294 2.1510
H 1.8720 -0.6849 -0.6239
H 7.7978 -0.7030 2.8230
H -0.3567 5.6130 2.9497
H -4.7050 0.9754 -1.8207
H 1.3869 3.9857 2.7464
H -4.5874 2.8536 3.7686
H -2.4787 1.7420 3.0310
H 7.0117 1.6138 3.2425
H -1.0316 -5.3819 2.5687
H 4.1113 -2.8810 1.5598
H 6.1924 -2.4244 2.0924
H -0.0760 -0.6546 -8.2670
H 3.8666 -0.7697 -2.0877
H -3.6019 5.6433 0.1393
H 3.4468 -5.0186 -2.4002
H -3.2526 -1.0421 2.5822
H -3.0931 -5.1087 3.9382
H 0.6161 -1.3017 -3.1178
H -4.2210 -2.8808 3.9695
H 1.3515 -1.7118 -6.5358
H -2.5952 0.9182 -5.1778
H -6.4486 3.0625 2.1162
H 4.6158 2.1643 2.8978
*
```



# 11
The following is a quantum chemistry calculation of a molecular structure, C4H10Ag3ClO2 in a non-equilibrium geometry, from the Open Molecules 2025 dataset.

The value obtained for the HOMO-LUMO gap is 0.2016 Ha. The LUMO energy comes out at -0.349 Ha. The value obtained for the HOMO energy is -14.971 eV.

```
! RIJCOSX wB97M-V def2-TZVPD def2/J DEFGRID3
* xyz 2 1
Ag 0.6674 -2.0521 5.3263
Ag -3.1463 -1.9253 2.6617
Ag 0.0489 -2.3861 1.5766
Cl -0.9022 -0.5756 3.4186
O -1.0504 -0.9309 -0.3477
O 1.4225 0.6694 -0.7393
C -0.9146 0.4557 -0.1136
C 0.5285 0.7909 0.3214
C 1.7309 1.8889 -1.4131
C -0.6513 -1.4095 -1.6237
H -1.2455 1.0873 -0.9395
H -1.5131 0.8117 0.7332
H 1.9027 2.7305 -0.7409
H 0.7745 0.0470 1.1005
H 2.5660 1.6601 -2.0675
H -0.8735 -2.4795 -1.6775
H 0.5926 1.7502 0.8484
H -1.2375 -1.0143 -2.4564
H 0.8863 2.1753 -2.0526
H 0.4140 -1.2936 -1.8150
*
```



Number 1: DFT total energy -95712.62165 eV. Number 2: DFT total energy -6795.49166 eV. Number 3: DFT total energy -76777.22603 eV. Number 4: DFT total energy -50955.65619 eV. Number 5: DFT total energy -8463.44180 eV. Number 6: DFT total energy -58959.09203 eV. Number 7: DFT total energy -16782.88802 eV. Number 8: DFT total energy -16447.97227 eV. Number 9: DFT total energy -7858.06957 eV. Number 10: DFT total energy -130687.28417 eV. Number 11: DFT total energy -32905.84997 eV.